Entry from OMol25: a gas-phase ion, CH4N3O3 (charge +1) (the ωB97M-V functional and the def2-TZVPD basis).

- Electronic energy: -11701.2773 eV
- E_HOMO (spin up / spin down): -0.587 / -0.587 Ha
- SMILES: N/[NH+]=C(\O)[N+](=O)[O-]
- Frontier orbital gap (spin up / spin down): 9.2323 / 9.2317 eV

```
! RIJCOSX wB97M-V def2-TZVPD def2/J DEFGRID3
* xyz 1 1
H 1.105 -0.806 0.652
O -0.648 -1.668 -0.758
N -0.228 0.648 -0.032
C -1.045 -0.165 -0.614
O -2.440 1.463 -1.408
N 0.883 0.262 0.609
H 1.087 0.814 1.456
H -1.494 -1.972 -0.916
N -2.308 0.266 -1.294
H -0.452 1.572 -0.280
O -2.956 -0.710 -1.579
*
```



Entry from OMol25: 4 unconnected molecules or ions with the total composition C3H10N2O3 (the ωB97M-V functional and the def2-TZVPD basis).

- Electronic energy: -12395.5713 eV
- E_HOMO: -0.340 Ha
- SMILES: c1c[nH]cn1.O.O.O
- Frontier orbital gap: 9.9393 eV

```
! RIJCOSX wB97M-V def2-TZVPD def2/J DEFGRID3
* xyz 0 1
H -0.082 -1.736 -3.034
N -0.550 -1.298 -2.260
C -0.907 -2.006 -1.142
H 2.652 -0.209 -0.318
H -1.106 -3.060 -1.222
H -1.113 2.365 0.864
H -0.353 0.884 -2.479
N -0.516 0.113 -0.588
H 2.143 0.829 -1.214
O 1.018 1.024 3.522
O -1.295 1.894 1.692
H 0.237 0.875 4.066
C -0.363 -0.008 -1.879
O 2.636 -0.007 -1.265
H -1.200 0.977 1.408
H -1.074 -1.361 0.918
H 0.769 1.830 3.048
C -0.896 -1.106 -0.117
*
```



Entry from OMol25: 6 unconnected molecules or ions with the total composition C28H38BrF5N3O17 (the ωB97M-V functional and the def2-TZVPD basis).

- Electronic energy: -152555.8458 eV
- E_HOMO: -0.467 Ha
- Frontier orbital gap: 10.5260 eV

```
! RIJCOSX wB97M-V def2-TZVPD def2/J DEFGRID3
* xyz 1 1
C -2.439 1.296 -2.230
C -3.961 5.484 4.957
O 4.240 -0.807 -2.626
H -4.213 5.805 3.944
C 0.412 6.535 -2.129
H -2.904 1.552 -3.180
H -2.533 3.308 -1.423
H 1.064 -3.133 0.937
H -1.896 -1.432 -1.769
O 1.294 -6.214 -2.692
N 1.907 1.005 -1.699
C 2.024 1.191 0.809
C -0.091 -3.464 -0.846
H 1.636 -7.429 -1.072
C -0.994 -2.981 1.494
N 1.291 -1.305 -1.249
H 2.493 0.903 -2.525
H 3.484 -4.968 -2.769
Br 0.323 -5.516 1.083
C 4.024 -1.890 -3.072
C 0.180 0.095 3.963
C 2.797 1.091 -0.517
H -0.671 -2.011 1.878
O -2.564 5.244 5.032
H 3.135 2.704 1.927
O -1.673 2.619 0.854
F 1.033 1.076 4.337
C -0.854 -1.198 -1.662
H -0.497 2.122 -1.752
O -1.985 -0.598 4.204
O 0.084 -0.866 4.997
O -2.616 0.607 0.523
F 3.587 -4.051 -5.584
C -2.359 3.922 4.812
C 2.120 -7.132 -2.003
C 1.014 -0.055 -1.626
O 1.331 6.532 -2.871
H -1.466 1.392 4.521
C -1.323 5.735 -0.952
H 3.370 2.009 -0.645
C -4.540 4.143 5.353
H 5.155 -4.077 -4.356
H 2.419 -9.225 -2.558
O -0.624 5.635 -2.173
H 3.531 0.282 -0.507
C -2.344 1.906 0.162
H -1.495 0.889 2.823
H -1.037 7.305 0.543
C -2.898 2.323 -1.169
C -1.183 -1.377 4.970
H 2.412 0.428 1.487
H -3.283 0.586 1.224
N -0.280 0.049 -1.895
H 2.204 -1.666 -1.009
H 1.383 2.714 2.214
F -2.643 5.485 -1.180
F 3.297 -6.518 -1.707
H 2.004 3.340 0.703
C -1.245 0.579 3.834
O 1.053 -8.174 -3.730
C 0.110 -2.040 -1.247
C 2.160 2.572 1.464
O 4.198 -2.254 -4.356
O -3.526 3.239 4.893
O -0.410 -6.507 -4.144
H 0.581 -0.390 3.068
C 4.141 -3.679 -4.416
H -4.639 4.060 6.436
O 0.228 7.400 -1.105
H -1.141 -3.679 -1.051
C 0.131 -3.629 0.670
F -4.293 6.464 5.822
C -0.911 1.298 -2.331
H 2.201 -3.983 -3.508
H 0.956 0.985 0.680
H -0.945 4.981 -0.257
O 3.553 -2.926 -2.334
O -1.307 3.425 4.576
H -2.858 0.336 -1.937
O -1.522 -2.367 5.520
H -3.988 2.288 -1.123
H -1.261 -3.606 2.342
C 3.256 -4.013 -3.234
H -1.882 -2.804 0.887
H 3.120 -8.045 -3.690
H 0.486 -4.175 -1.439
H -0.615 1.487 -3.363
C -1.061 7.164 -0.534
C 0.543 -6.932 -3.590
H -1.789 7.846 -0.977
H -5.494 3.924 4.881
C 2.290 -8.246 -3.010
*
```



Entry from OMol25: a molecular structure, C47H55Br2LaN12OS4 (the ωB97M-V functional and the def2-TZVPD basis).

- Electronic energy: -253828.6734 eV
- E_HOMO: -0.435 Ha
- Frontier orbital gap: 7.2232 eV

```
! RIJCOSX wB97M-V def2-TZVPD def2/J DEFGRID3
* xyz 2 1
C -6.488 -0.531 0.324
C -1.840 -1.932 2.853
N 2.110 2.285 -1.026
C 4.741 3.362 -2.134
H -4.860 -4.038 -3.998
C 0.543 -4.202 3.518
N -2.207 -1.182 -1.187
C -6.493 -1.317 1.466
C -2.421 -3.015 -5.602
N 0.251 0.543 -2.233
C 1.676 -0.659 -6.822
C -2.926 -3.785 -1.844
H 0.676 4.738 1.708
C 4.574 2.157 -1.297
H -3.773 4.868 -4.716
H 1.501 -1.891 2.761
H 0.398 -0.896 3.746
N -0.526 -1.945 2.161
C 0.749 0.387 -4.886
C -3.171 -1.182 -6.990
N 3.352 1.702 -0.852
C -2.241 -6.433 -2.128
H -3.261 -1.584 -9.088
H -1.886 -5.086 3.875
S -0.452 0.468 -3.529
C -4.723 -2.650 0.559
C -3.030 -1.984 -8.113
H -2.264 1.646 2.220
C -5.514 -3.190 -4.134
Br 0.957 2.306 2.276
H -0.935 1.938 -6.002
C -4.727 -1.864 -0.586
C -3.550 -6.087 -1.822
H -7.812 -0.172 -4.836
C -2.856 -1.708 -5.747
N 4.920 0.405 -0.176
C -3.147 3.465 -3.225
C -0.366 -3.287 1.538
N -1.969 -3.000 3.820
C -2.372 3.462 -5.505
H -1.002 -3.663 5.552
H -1.963 -4.829 -6.618
H 3.530 2.013 -5.889
H 5.786 3.451 -2.415
H -8.619 -2.466 -5.276
O 0.820 -2.114 -1.293
H 0.628 -3.339 1.080
N -1.385 -0.840 -3.827
H 2.224 3.204 -1.442
H 4.445 4.258 -1.588
N -3.791 -1.665 -3.297
S -3.286 -2.023 -1.670
H -1.023 -1.900 5.327
H -1.948 -0.975 3.378
H 1.738 -2.310 -1.060
H 0.452 -5.007 4.249
H 0.849 -1.576 -2.101
C 0.689 -0.602 -5.850
C 2.701 0.274 -6.830
C -3.156 4.010 -4.501
H -7.172 0.299 0.236
H 1.528 -4.260 3.048
H 1.766 2.099 -4.132
H -2.293 1.937 -1.956
C -5.085 -1.904 -3.826
C 1.766 1.329 -4.890
C -5.613 -2.381 1.585
H -4.925 -4.478 -1.469
H -3.521 -0.162 -7.075
C -1.793 -4.279 3.145
H -5.579 -0.180 -1.589
H 3.468 0.225 -7.585
H -2.935 2.058 0.654
C -0.911 -2.860 4.819
C -2.296 -3.810 -6.726
H -5.609 -2.994 2.474
C -2.476 1.241 1.222
H -1.969 -7.473 -2.225
C -6.786 -3.383 -4.649
H -2.185 -3.386 -4.616
C 0.010 3.878 1.646
H -0.262 -5.719 -2.560
H 1.644 -1.435 -7.570
N 0.404 -2.920 4.196
H 1.497 1.702 -1.628
C -1.553 2.377 -5.232
C -5.914 -0.819 -4.101
C 2.742 1.276 -5.870
H -0.881 4.009 2.255
C -2.590 -3.292 -7.978
H 5.455 -0.314 0.287
S -2.874 -0.624 -4.305
H -4.294 -6.857 -1.680
H -7.116 -4.381 -4.891
C -7.178 -1.020 -4.624
H -5.550 0.183 -3.914
H -0.900 -3.321 -2.273
La -0.560 0.044 0.038
N -0.490 -4.366 2.496
C -7.626 -2.306 -4.883
N 5.519 1.378 -0.879
C -1.278 -5.451 -2.311
H -2.634 -2.030 2.104
Br -0.544 3.664 -0.205
C 3.582 0.572 -0.124
H -2.478 -3.913 -8.852
H -3.769 3.887 -2.452
H -3.288 0.519 1.369
C -2.326 2.387 -2.941
C 0.511 -1.853 3.227
H -4.022 -3.467 0.650
C -3.904 -4.752 -1.690
H -2.386 3.882 -6.498
C -5.597 -0.795 -0.704
C -1.620 -4.117 -2.161
C -1.523 1.874 -3.944
H -1.126 -3.410 0.757
H -2.574 -4.395 2.388
S 2.503 -0.442 0.644
H -0.120 -1.318 -5.832
H 4.136 3.288 -3.038
H -7.173 -1.094 2.271
*
```



Entry from OMol25: 4 unconnected molecules or ions with the total composition C25H55IN6O (the ωB97M-V functional and the def2-TZVPD basis).

- Electronic energy: -45900.7779 eV
- E_HOMO: -0.285 Ha
- SMILES: COC[C@@](C)(C#N)[C@](N)(I)C#N.CCN(CC)CC.CCN(CC)CC.CCN(CC)CC
- Frontier orbital gap: 7.2019 eV

```
! RIJCOSX wB97M-V def2-TZVPD def2/J DEFGRID3
* xyz 0 1
H -4.424 -3.596 3.752
H 1.278 -0.620 -4.232
N 4.589 1.614 0.949
H -7.221 -4.992 4.881
H -3.159 1.347 -2.406
H 2.889 0.429 1.116
N -4.185 3.305 -1.008
H 4.980 2.682 -3.308
H -5.505 -6.075 1.657
H -5.203 -2.045 3.497
H 4.727 3.069 -7.577
H -9.461 -4.061 3.003
H -5.182 3.474 -0.754
H -7.030 -2.948 2.321
C -7.775 -5.065 3.936
C -4.988 -6.404 3.715
C 0.732 1.973 -0.725
C 5.988 1.619 0.532
H 7.096 0.248 1.819
H 3.149 2.491 2.182
H -4.565 -7.405 3.582
H 4.689 2.221 2.984
C -2.955 1.286 -0.085
H -5.641 -3.726 1.648
N -5.380 2.554 2.319
H 0.846 2.351 0.370
C 4.474 1.749 -3.582
H 5.734 2.273 -6.381
H -4.611 0.561 -1.428
C 1.956 0.140 -3.835
H 6.879 1.861 2.522
C 5.530 0.716 -3.970
H -9.584 -4.225 4.759
O -0.650 1.768 -1.117
H 1.301 2.731 -1.378
C -6.021 -6.137 2.622
H 3.199 0.192 -5.586
H -6.660 -7.026 2.539
H -2.938 -0.331 -1.686
H 4.344 -0.012 3.214
C 4.387 -0.563 2.272
C 3.977 0.294 1.076
C 7.045 1.313 1.591
H -5.887 -3.172 4.662
H 3.706 -1.414 2.363
H 4.004 1.417 -2.649
C -6.249 -3.679 2.559
C -4.621 2.702 1.378
C 4.235 2.525 2.032
H -8.506 -3.013 4.071
H 5.094 -0.189 -4.402
H -4.155 -5.701 3.665
C -5.396 -3.105 3.687
H 6.257 1.122 -4.673
H 6.215 2.602 0.103
H 5.390 -0.973 2.151
H 4.249 3.838 -5.223
H -8.258 -6.050 3.934
H 4.170 4.317 0.805
C -1.359 1.096 -0.043
N 3.418 2.035 -4.548
H -5.421 -6.366 4.716
N -3.892 -0.324 2.051
N -6.889 -4.973 2.781
C 4.706 2.377 -6.729
H -3.747 4.168 -1.370
H 6.121 0.925 -0.307
C 2.613 0.898 -4.983
C -3.461 0.692 -1.509
H 2.870 3.283 -6.119
H 4.364 1.412 -7.108
H 5.679 4.132 1.722
H 1.805 1.262 -5.628
H 2.692 -0.373 -3.211
H -1.163 -0.043 -0.197
H 6.088 0.410 -3.078
I -1.969 4.171 0.967
C 4.597 3.979 1.754
H -0.929 1.324 1.011
H 1.371 0.814 -3.204
C -3.481 2.793 0.216
H 4.200 4.620 2.546
C -3.547 0.287 1.056
H 8.032 1.605 1.218
H 1.242 0.930 -0.743
C 3.792 2.932 -5.639
C -8.891 -4.026 3.936
H 4.152 -0.278 0.158
*
```



Entry from OMol25: a molecular structure, C27H44N4O3SV (the ωB97M-V functional and the def2-TZVPD basis).

- Electronic energy: -77317.6551 eV
- Expectation value of S²: 2.014
- E_HOMO (spin up / spin down): -0.633 / -0.633 Ha
- Frontier orbital gap (spin up / spin down): 8.0723 / 8.8487 eV

```
! RIJCOSX wB97M-V def2-TZVPD def2/J DEFGRID3
* xyz 3 3
C -0.285 3.452 2.522
N -0.327 0.988 -4.464
H 1.025 -3.707 1.716
C -0.698 -2.498 1.617
H 4.032 -4.996 2.951
H -2.173 1.173 -5.472
O -0.016 -1.535 -0.467
H -0.131 4.264 4.485
O 1.302 1.310 0.316
H -3.842 0.008 -2.098
H -4.275 2.580 1.880
H -0.937 0.252 -6.363
H 0.972 4.410 -1.310
H -2.665 -1.814 -3.424
H 2.730 -3.205 3.874
C -2.110 -3.108 1.686
H -0.570 -5.378 2.020
H -2.433 -0.479 -1.161
H -3.528 0.989 1.880
N -2.050 0.159 -3.146
C -2.795 0.238 -1.906
H 0.558 2.660 4.336
H 4.053 -2.936 -0.194
H 0.511 -3.327 0.193
C -0.637 -4.879 1.055
H 4.034 1.755 2.491
C -2.031 -4.341 0.783
H -2.799 -5.076 1.010
C 2.469 -0.637 1.696
H -3.298 -0.693 -4.639
C -1.452 2.681 2.466
H 1.042 4.716 1.406
H 1.678 0.921 -3.820
H -2.872 -2.395 1.378
H -2.130 -4.070 -0.270
V -0.558 1.251 -0.217
H 0.431 1.989 -2.392
H -3.987 1.777 0.352
C 4.029 -4.620 1.931
C 3.449 -3.239 1.848
C -0.056 4.690 -1.071
H -0.233 -5.526 0.281
H 3.182 -0.634 -0.336
C -0.889 0.823 -3.264
C -2.229 2.606 1.314
H -0.695 4.488 -1.930
H 1.423 4.070 3.686
H 1.436 1.067 -5.557
N -0.309 1.334 -2.159
C -3.572 1.938 1.347
C 0.153 4.096 1.365
H -0.056 5.769 -0.908
C -0.565 -1.358 0.615
N 0.191 -3.615 1.131
C 2.808 -2.656 2.944
C -1.114 1.097 -5.699
H -1.804 2.191 3.368
H -2.347 3.255 -0.754
H 5.055 -4.626 1.561
C -1.734 3.228 0.144
C 2.315 -1.357 2.874
C 3.556 -2.496 0.662
H 1.182 2.484 -4.539
S 1.919 1.043 1.722
H -1.597 -1.206 -4.683
H 4.001 1.605 0.704
H -2.773 1.263 -1.518
C -0.539 3.986 0.165
C 3.080 -1.202 0.580
H -0.341 -2.151 2.585
C 3.456 1.937 1.585
H 3.471 -5.322 1.307
H -2.328 -3.398 2.713
C 1.071 1.397 -4.587
C -2.427 -0.944 -4.036
O -1.074 -0.231 0.980
H -0.812 2.009 -6.213
C 0.444 3.615 3.822
H 1.839 -0.907 3.738
H 3.194 2.992 1.515
*
```



Largest force on an atom, respectively: 8.0 1.3 1.2 1.2 7.1 0.5 eV/A.